(1)
The ion C3H7N2 with charge +1 in a non-equilibrium geometry, computed with wB97M-V/def2-TZVPD.

XYZ file:
```
12
Properties=species:S:1:pos:R:3:mulliken_charge:R:1
C 1.89 -0.15 -0.39 -0.890
C 1.04 0.84 0.34 0.065
N -0.24 0.70 0.13 0.390
N -1.21 0.52 -0.46 -0.253
C -2.41 -0.17 -0.06 -0.560
H 2.85 0.29 -0.28 0.278
H 1.64 -0.58 -1.44 0.353
H 1.74 -1.07 0.08 0.351
H 1.59 1.70 0.65 0.366
H -2.14 -0.93 0.77 0.325
H -2.86 -0.86 -0.85 0.278
H -3.15 0.57 0.30 0.297
```

LUMO level in eV: -5.51
Energy relative to the best compared isomer or geometry (same formula, charge and spin) in kJ/mol: 338.81
Charge: +1
E_HOMO in eV: -15.101
E in eV: -6193.99996
2S+1: 1



(2)
A structure of composition C24H43GaN2P3S in a non-equilibrium geometry, computed with wB97M-V/def2-TZVPD.

XYZ file:
```
74
Properties=species:S:1:pos:R:3:mulliken_charge:R:1
Ga -0.07 0.63 -0.46 -0.107
P 1.95 1.16 0.67 0.890
P -2.05 1.79 -0.01 0.977
P 0.56 1.20 -2.60 1.209
H -0.98 -2.52 -0.61 0.398
C -0.12 -2.70 -1.26 -0.350
C 1.11 -2.96 -0.80 -0.545
H 1.31 -3.12 0.27 0.294
C 2.30 0.38 2.27 -1.110
C 2.01 2.95 1.00 -1.186
C 3.51 0.81 -0.22 -1.426
C -3.46 0.99 -0.84 -1.315
C -2.61 1.97 1.70 -1.134
C -1.95 3.50 -0.64 -1.190
C 1.83 0.04 -3.19 -0.928
C 1.31 2.85 -2.77 -1.172
C -0.94 1.29 -3.63 -1.235
H -0.31 -2.61 -2.32 -0.034
H 1.97 -3.02 -1.49 0.350
H 2.11 -0.69 2.20 0.327
H 1.67 0.80 3.06 0.282
H 3.36 0.53 2.52 0.573
H 1.21 3.23 1.71 0.315
H 1.89 3.53 0.08 0.324
H 2.98 3.19 1.45 0.490
H 3.57 -0.27 -0.42 0.418
H 4.33 1.09 0.45 0.565
H 3.59 1.37 -1.15 0.422
H -4.33 1.65 -0.76 0.482
H -3.67 0.04 -0.33 0.400
H -3.23 0.79 -1.89 0.347
H -3.59 2.45 1.70 0.601
H -1.90 2.57 2.28 0.366
H -2.69 0.98 2.16 0.314
H -2.84 4.04 -0.27 0.520
H -1.93 3.54 -1.73 0.354
H -1.06 4.00 -0.24 0.344
H 2.07 0.27 -4.24 0.498
H 1.46 -1.00 -3.13 0.055
H 2.74 0.10 -2.59 0.300
H 1.43 3.06 -3.85 0.532
H 2.30 2.90 -2.30 0.348
H 0.66 3.62 -2.33 0.318
H -0.64 1.46 -4.68 0.536
H -1.57 2.13 -3.30 0.366
H -1.53 0.37 -3.57 0.260
C -0.56 -2.83 -6.18 0.224
C -1.65 -2.74 -7.06 -0.316
C -1.92 -3.77 -7.96 -0.546
C -1.07 -4.89 -8.02 -0.413
C 0.09 -4.92 -7.24 -0.540
C 0.36 -3.89 -6.34 -0.314
S -0.34 -1.65 -4.92 -0.121
H -0.83 -2.33 -3.84 0.142
H -2.31 -1.87 -6.98 0.365
H -2.80 -3.72 -8.60 0.373
H -1.31 -5.73 -8.68 0.391
H 0.78 -5.76 -7.31 0.380
H 1.24 -3.88 -5.70 0.365
N -0.90 -2.52 3.49 -0.067
C -0.70 -2.06 2.22 -0.756
N -0.62 -0.73 2.20 0.327
C -0.74 -0.30 3.52 0.098
C -0.53 0.97 4.08 0.263
C -0.56 1.08 5.48 -1.033
C -0.76 -0.05 6.29 -0.615
C -0.94 -1.32 5.73 -0.874
C -0.94 -1.41 4.34 0.286
H -1.01 -3.48 3.78 0.280
H -0.61 -2.72 1.36 0.489
H -0.36 1.82 3.41 0.272
H -0.41 2.06 5.95 0.442
H -0.78 0.07 7.38 0.425
H -1.06 -2.24 6.31 0.434
```

LUMO level in eV: -11.02
Charge: +3
E_HOMO in eV: -15.101
E in eV: -119618.47693
2S+1: 1



(3)
A cluster of 2 separate species, C2H4NP in total in a non-equilibrium geometry, computed with wB97M-V/def2-TZVPD.

XYZ file:
```
8
Properties=species:S:1:pos:R:3:mulliken_charge:R:1
C 0.77 -0.31 0.02 0.474
C 1.43 0.83 0.09 -0.786
N 0.03 -1.26 0.00 -0.439
P -3.42 0.86 0.07 -0.036
H 1.01 1.66 -0.43 0.272
H 2.44 0.74 0.57 0.212
H 0.32 -2.11 -0.53 0.274
H -2.57 -0.41 0.20 0.028
```

LUMO level (spin up / spin down) in eV: -1.26 / -1.29
Energy relative to the best compared isomer or geometry (same formula, charge and spin) in kJ/mol: 350.67
E_HOMO (spin up / spin down) in eV: -8.683 / -8.677
E in eV: -12912.89462
2S+1: 1